# 1
Formula: C16H19F3N4O4
Source: OMol25
Level of theory: ωB97M-V/def2-TZVPD

```
! RIJCOSX wB97M-V def2-TZVPD def2/J DEFGRID3
* xyz 0 1
C 1.199 -2.884 6.187
H 0.931 -2.788 7.246
O 0.356 -2.109 5.376
C 0.417 -0.732 5.666
C -0.533 -0.002 4.718
N -0.104 -0.140 3.350
C 0.381 0.861 2.616
O 0.467 2.031 2.952
C 0.833 0.397 1.228
O 0.715 -0.756 0.848
N 1.331 1.434 0.532
N 1.728 1.479 -0.778
C 2.532 0.617 -1.272
C 3.212 -0.481 -0.533
H 4.036 -0.895 -1.107
H 2.493 -1.274 -0.314
H 3.578 -0.114 0.426
C 2.759 0.741 -2.746
H 2.815 1.794 -3.027
C 1.586 0.128 -3.531
O 1.749 -0.721 -4.372
N 0.403 0.687 -3.168
C -0.877 0.392 -3.626
C -1.949 1.027 -3.003
C -3.242 0.773 -3.430
C -3.490 -0.102 -4.479
C -2.418 -0.730 -5.092
C -1.122 -0.491 -4.677
H -0.293 -0.985 -5.156
H -2.597 -1.415 -5.906
H -4.501 -0.289 -4.802
C -4.376 1.495 -2.761
F -5.557 0.881 -2.911
F -4.188 1.643 -1.438
F -4.538 2.742 -3.251
H -1.775 1.710 -2.184
H 0.457 1.340 -2.389
H 3.671 0.232 -3.055
H 1.186 2.347 0.961
H -0.072 -1.070 2.951
H -1.536 -0.422 4.825
H -0.547 1.065 4.950
H 0.116 -0.545 6.708
H 1.444 -0.359 5.532
H 1.070 -3.917 5.872
H 2.249 -2.592 6.063
*
```

Max |F|, eV Å⁻¹: 0.73
E, eV: -39204.1692
Frontier orbital gap, eV: 9.22
HOMO energy, eV: -8.79

Here are the Löwdin charges for atoms 1 to 4, given in e:
1 C -0.1127
2 H 0.0892
3 O -0.1930
4 C -0.2209

=====

# 2
Formula: C4H10N2O2
Source: OMol25
Level of theory: ωB97M-V/def2-TZVPD

```
! RIJCOSX wB97M-V def2-TZVPD def2/J DEFGRID3
* xyz 0 1
O 2.188 -0.349 0.316
C 1.921 0.973 0.153
N 0.428 1.185 0.217
C -0.153 0.208 -0.547
C -1.784 0.339 -0.797
O -2.466 -0.007 0.243
C 0.117 -1.081 0.014
N -0.552 -1.173 1.193
H 2.325 1.655 0.905
H 0.054 1.151 1.158
H 0.379 0.262 -1.488
H -1.965 -0.285 -1.677
H -1.887 1.418 -0.963
H -1.574 -0.807 1.003
H 2.212 1.340 -0.840
H -0.048 -1.874 -0.724
H 1.321 -0.859 0.198
H -0.517 -2.097 1.638
*
```

Max |F|, eV Å⁻¹: 8.18
E, eV: -11379.9594
Frontier orbital gap, eV: 7.46
HOMO energy, eV: -9.08

Here are the Löwdin charges for atoms 1 to 4, given in e:
1 O -0.0123
2 C -0.2488
3 N 0.0097
4 C -0.3559

=====

# 3
Formula: CH3BrCl2OSi
Source: OMol25
Level of theory: ωB97M-V/def2-TZVPD

```
! RIJCOSX wB97M-V def2-TZVPD def2/J DEFGRID3
* xyz 0 1
C -1.095 0.611 -0.022
O 0.306 0.807 0.050
Si 1.572 -0.113 -0.097
Cl -1.384 -2.537 1.022
Cl 1.735 -1.712 -1.215
Br 3.204 1.222 0.361
H -1.364 -0.429 0.234
H -1.428 0.855 -1.031
H -1.545 1.296 0.698
*
```

Max |F|, eV Å⁻¹: 1.47
E, eV: -106098.8775
Frontier orbital gap (spin up / spin down), eV: 5.24 / 5.24
HOMO energy (spin up / spin down), eV: -7.96 / -7.95

Here are the Löwdin charges for atoms 1 to 4, given in e:
1 C -0.1307
2 O -0.3366
3 Si -0.1631
4 Cl -0.4985

=====

# 4
Formula: C29H49Br2N3O3
Source: OMol25
Level of theory: ωB97M-V/def2-TZVPD

```
! RIJCOSX wB97M-V def2-TZVPD def2/J DEFGRID3
* xyz 0 1
C -0.711 1.947 6.871
C -1.678 1.385 5.821
C -2.113 2.450 4.822
C -3.196 1.949 3.827
C -2.685 2.107 2.394
C -3.487 1.307 1.337
C -2.647 0.103 0.859
C -3.083 -0.450 -0.527
C -3.295 -1.991 -0.489
C -2.415 -2.726 -1.494
C -0.873 -2.539 -1.248
N -0.559 -1.964 0.020
C -0.272 -2.656 1.050
C -1.085 -3.790 1.628
C 0.965 -2.287 1.839
C -0.198 -3.860 -1.602
N 1.233 -3.762 -1.954
Br 1.644 -4.601 -3.572
C 1.844 -2.450 -1.813
C 1.018 -1.245 -2.336
C 1.401 -0.981 -3.808
C 2.785 -0.400 -4.121
O 3.023 -0.182 -5.275
C 3.883 -0.127 -3.127
C 4.856 -1.080 -2.837
C 5.897 -0.832 -1.957
C 6.009 0.406 -1.331
C 5.050 1.371 -1.615
C 4.009 1.108 -2.495
O 1.296 -0.203 -1.468
C 0.819 1.076 -1.874
C 1.102 2.042 -0.710
O 0.029 2.934 -0.495
C 0.047 4.006 -1.438
C 0.472 5.327 -0.796
N -0.450 -1.577 -2.344
H -1.146 2.807 7.385
H 0.234 2.265 6.428
H -0.491 1.211 7.645
H -1.136 0.572 5.329
H -2.516 0.952 6.373
H -1.215 2.754 4.278
H -2.450 3.323 5.385
H -4.057 2.599 3.998
H -3.465 0.921 4.075
H -2.684 3.161 2.104
H -1.638 1.799 2.391
H -4.349 0.883 1.860
H -3.812 1.918 0.499
H -1.591 0.378 0.800
H -2.709 -0.643 1.662
H -4.045 0.012 -0.736
H -2.406 -0.118 -1.339
H -3.240 -2.363 0.533
H -4.325 -2.201 -0.794
H -2.631 -3.795 -1.577
H -2.645 -2.290 -2.471
H -1.946 -3.339 2.127
H -0.505 -4.329 2.374
H -1.497 -4.437 0.855
H 1.425 -1.417 1.379
H 1.627 -3.147 1.912
H 0.644 -1.976 2.840
H -0.713 -4.225 -2.495
H -0.351 -4.648 -0.866
H 2.781 -2.474 -2.357
H 2.121 -2.233 -0.781
H 0.677 -0.258 -4.203
H 1.292 -1.866 -4.435
H 4.802 -2.055 -3.312
H 6.649 -1.585 -1.763
H 6.834 0.610 -0.663
H 5.117 2.357 -1.174
H 3.318 1.915 -2.693
H 1.318 1.472 -2.761
H -0.262 1.122 -2.043
H 1.302 1.455 0.186
H 2.002 2.643 -0.889
H -0.969 4.084 -1.825
H 0.693 3.797 -2.295
H -0.401 5.804 -0.356
H 1.242 5.179 -0.040
H 0.895 5.972 -1.566
H -0.617 -2.099 -3.205
H -1.084 -0.723 -2.409
Br -2.717 0.443 -3.113
*
```

Max |F|, eV Å⁻¹: 3.68
E, eV: -181561.4567
Frontier orbital gap, eV: 7.01
HOMO energy, eV: -7.20

Here are the Löwdin charges for atoms 1 to 4, given in e:
1 C -0.1288
2 C -0.2825
3 C -0.2269
4 C -0.2031

=====

# 5
Formula: C36H88N10O8
Source: OMol25
Level of theory: ωB97M-V/def2-TZVPD

```
! RIJCOSX wB97M-V def2-TZVPD def2/J DEFGRID3
* xyz 2 1
N -29.450 22.344 -5.158
H -29.528 23.164 -4.537
H -30.437 22.161 -5.464
H -29.030 21.535 -4.705
H -28.986 22.470 -6.057
N -30.544 28.895 -7.068
H -31.437 28.462 -7.346
H -30.642 29.029 -6.055
H -30.428 29.823 -7.480
H -29.668 28.416 -7.241
N -34.136 22.198 -4.089
H -34.092 23.071 -3.503
H -33.397 22.453 -4.780
H -35.101 22.197 -4.398
H -33.914 21.304 -3.573
N -28.045 26.389 -4.866
H -28.525 25.531 -4.574
H -28.658 26.859 -5.528
H -27.141 26.325 -5.330
H -27.954 26.934 -3.989
N -36.997 25.012 -3.830
H -37.128 25.578 -4.667
H -35.959 24.978 -3.691
H -37.350 24.074 -4.010
H -37.507 25.381 -2.979
N -35.107 27.967 -6.938
H -35.349 28.988 -6.749
H -34.967 27.528 -6.005
H -34.257 27.818 -7.506
H -35.887 27.507 -7.401
C -31.427 25.857 -7.547
C -32.749 26.255 -7.684
C -33.904 25.342 -7.318
O -35.084 25.705 -7.545
C -33.678 24.061 -6.796
C -32.335 23.684 -6.513
C -31.148 24.594 -6.947
O -30.004 24.189 -6.687
O -32.022 22.656 -5.863
O -32.949 27.471 -8.018
H -30.566 26.442 -7.824
H -34.509 23.407 -6.582
C -32.163 24.599 -3.401
C -31.094 25.455 -3.654
C -31.365 26.853 -4.200
O -30.416 27.649 -4.572
C -32.631 27.322 -4.376
C -33.776 26.526 -4.058
C -33.485 25.127 -3.354
O -34.455 24.556 -2.809
O -34.931 26.693 -4.447
O -29.928 25.053 -3.381
H -31.962 23.665 -2.894
H -32.841 28.286 -4.818
C -32.841 18.744 -4.096
C -33.173 18.792 -2.576
N -33.978 20.021 -2.331
C -35.404 19.648 -2.351
C -35.968 18.589 -1.371
C -33.675 20.689 -1.042
C -32.192 21.129 -1.004
H -32.148 17.916 -4.250
H -32.375 19.702 -4.319
H -33.732 18.498 -4.669
H -33.680 17.875 -2.280
H -32.240 18.842 -2.017
H -36.042 20.534 -2.409
H -35.545 19.288 -3.378
H -37.051 18.510 -1.459
H -35.632 17.599 -1.686
H -35.657 18.665 -0.331
H -33.920 20.037 -0.204
H -34.198 21.647 -1.031
H -32.092 22.095 -0.512
H -31.826 21.249 -2.027
H -31.590 20.369 -0.510
C -36.892 29.792 -4.322
C -36.813 30.753 -5.501
N -35.635 30.701 -6.321
C -34.359 30.909 -5.633
C -34.117 32.353 -5.171
C -35.715 31.571 -7.524
C -36.714 31.060 -8.572
H -36.302 28.913 -4.582
H -37.887 29.764 -3.889
H -36.309 30.284 -3.535
H -37.711 30.803 -6.119
H -36.945 31.714 -4.966
H -34.107 30.236 -4.810
H -33.596 30.643 -6.377
H -33.874 33.024 -5.995
H -34.946 32.763 -4.599
H -33.195 32.337 -4.584
H -34.720 31.698 -7.949
H -36.021 32.575 -7.212
H -37.691 30.916 -8.121
H -36.355 30.089 -8.922
H -36.725 31.723 -9.433
C -27.706 26.352 -0.926
C -27.728 27.854 -1.329
N -26.937 27.983 -2.570
C -25.495 28.110 -2.428
C -24.728 27.814 -3.690
C -27.473 29.091 -3.399
C -27.152 30.496 -2.956
H -28.167 26.190 0.048
H -26.657 26.093 -0.753
H -28.061 25.678 -1.702
H -28.746 28.201 -1.488
H -27.286 28.349 -0.460
H -25.171 29.062 -1.995
H -25.198 27.376 -1.674
H -24.948 26.866 -4.192
H -24.793 28.611 -4.433
H -23.666 27.655 -3.484
H -28.561 29.091 -3.518
H -27.131 28.901 -4.424
H -26.109 30.791 -3.028
H -27.523 30.734 -1.952
H -27.833 31.181 -3.473
C -40.398 26.022 -2.626
C -39.417 26.459 -1.534
N -38.295 25.533 -1.337
C -38.781 24.209 -0.901
C -37.710 23.132 -0.955
C -37.252 26.038 -0.426
C -36.608 27.351 -0.935
H -40.932 25.129 -2.308
H -39.858 25.750 -3.543
H -41.045 26.814 -2.996
H -39.069 27.433 -1.877
H -39.951 26.562 -0.582
H -39.500 24.238 -0.078
H -39.430 23.831 -1.702
H -37.148 23.025 -0.025
H -38.083 22.123 -1.149
H -36.999 23.245 -1.777
H -36.495 25.253 -0.413
H -37.613 26.193 0.596
H -37.377 28.117 -0.889
H -36.347 27.205 -1.987
H -35.690 27.530 -0.384
*
```

Max |F|, eV Å⁻¹: 3.47
E, eV: -70026.3074
Frontier orbital gap, eV: 7.29
HOMO energy, eV: -11.97

Here are the Löwdin charges for atoms 1 to 4, given in e:
1 N 0.2564
2 H 0.1043
3 H 0.0863
4 H 0.1417

=====

# 6
Formula: C47H34BrCrIN6OP2Se2
Source: OMol25
Level of theory: ωB97M-V/def2-TZVPD

```
! RIJCOSX wB97M-V def2-TZVPD def2/J DEFGRID3
* xyz 1 4
Cr 1.895 -1.126 -0.280
Br 6.269 -0.240 5.660
C 4.916 -0.489 4.355
C 3.571 -0.511 4.759
C 2.576 -0.690 3.836
C 2.862 -0.858 2.462
O 1.890 -1.036 1.629
C 4.237 -0.833 2.062
C 4.663 -0.989 0.716
N 3.896 -1.203 -0.314
C 4.435 -1.260 -1.619
C 5.761 -1.386 -1.963
C 6.160 -1.323 -3.309
C 5.247 -1.144 -4.309
C 3.873 -1.062 -4.002
C 2.866 -0.889 -4.978
C 1.561 -0.799 -4.581
C 1.250 -0.898 -3.220
N 2.155 -1.079 -2.280
C 3.469 -1.143 -2.654
C 5.242 -0.643 3.041
H 3.329 -0.385 5.806
H 1.536 -0.711 4.133
H 5.736 -0.903 0.566
H 6.521 -1.538 -1.209
H 7.214 -1.396 -3.542
H 5.564 -1.066 -5.341
H 3.141 -0.824 -6.023
H 0.760 -0.668 -5.294
H 0.219 -0.847 -2.896
H 6.282 -0.626 2.737
Se -3.806 2.276 -1.691
P -3.772 0.694 -0.287
C -4.913 -0.660 -0.685
C -5.038 -1.748 0.179
C -5.895 -2.784 -0.148
C -6.633 -2.733 -1.323
C -6.528 -1.639 -2.168
C -5.666 -0.599 -1.849
C -4.219 1.185 1.405
C -3.696 0.525 2.513
C -4.107 0.892 3.785
C -5.033 1.912 3.951
C -5.544 2.579 2.844
C -5.138 2.216 1.570
C -2.142 -0.089 -0.190
C -0.812 0.353 -0.291
N -0.067 -0.793 -0.265
N -0.867 -1.833 -0.151
N -2.102 -1.437 -0.127
P 0.077 1.923 -0.222
Se 2.183 1.454 -0.335
C -0.334 2.769 1.319
C -1.588 3.360 1.459
C -1.889 4.061 2.614
C -0.946 4.169 3.628
C 0.299 3.573 3.491
C 0.611 2.875 2.335
C -0.325 3.035 -1.589
C -0.129 2.535 -2.873
C -0.405 3.323 -3.974
C -0.859 4.623 -3.794
C -1.016 5.133 -2.515
C -0.748 4.345 -1.407
H -4.468 -1.786 1.096
H -5.988 -3.636 0.513
H -7.298 -3.549 -1.578
H -7.114 -1.593 -3.075
H -5.577 0.261 -2.501
H -2.962 -0.263 2.385
H -3.703 0.381 4.650
H -5.355 2.191 4.946
H -6.254 3.385 2.975
H -5.521 2.734 0.698
H -2.315 3.290 0.659
H -2.859 4.527 2.720
H -1.180 4.726 4.525
H 1.034 3.657 4.281
H 1.584 2.414 2.216
H 0.242 1.529 -3.001
H -0.267 2.926 -4.971
H -1.079 5.242 -4.653
H -1.353 6.152 -2.377
H -0.877 4.752 -0.415
I 0.257 -4.037 -2.594
C 1.386 -4.375 -0.866
C 1.577 -5.720 -0.574
C 2.344 -6.081 0.515
C 2.892 -5.069 1.283
C 2.661 -3.762 0.920
N 1.924 -3.380 -0.141
H 1.128 -6.467 -1.211
H 2.512 -7.125 0.742
H 3.493 -5.276 2.157
H 3.087 -2.977 1.519
*
```

Max |F|, eV Å⁻¹: 0.95
E, eV: -316113.2599
Frontier orbital gap (spin up / spin down), eV: 6.35 / 6.30
<S²>: 3.79
HOMO energy (spin up / spin down), eV: -9.93 / -9.93

Here are the Löwdin charges for atoms 1 to 4, given in e:
1 Cr 0.5997
2 Br 0.7554
3 C -0.6858
4 C -0.0896